(1)
DFT (the ωB97M-V functional and the def2-TZVPD basis) results for a cluster of 12 separate species, C24H75N3O12 in total in a non-equilibrium geometry.

Geometry as XYZ:
```
114
Properties=species:S:1:pos:R:3:lowdin_charge:R:1
H 0.65 -19.54 3.08 0.086
H -6.02 -22.66 3.80 0.087
N -1.07 -20.47 1.18 0.066
H -0.29 -18.14 3.49 0.048
H -0.88 -18.26 -2.70 0.090
O -3.98 -21.42 -5.75 -0.140
H -6.65 -22.48 2.17 0.049
H -7.23 -25.16 -0.11 0.085
O -3.46 -20.57 -0.53 -0.137
N 2.31 -25.52 -3.57 0.055
H -0.45 -17.06 1.34 0.126
H -8.32 -20.93 -3.88 0.054
C -7.73 -20.22 -4.41 -0.081
H -6.59 -23.93 -4.10 0.152
C -3.49 -21.97 -6.98 -0.144
C -5.21 -25.15 -5.23 -0.062
C 2.17 -25.40 -2.12 -0.465
H -0.90 -19.69 3.89 0.089
H -5.20 -15.46 0.21 0.084
C -0.35 -19.11 3.12 -0.056
H -7.95 -21.73 -0.30 0.066
H 3.90 -24.31 -1.55 0.090
O -5.24 -20.37 1.34 -0.113
H -3.69 -26.17 -1.19 0.103
H -2.09 -18.84 2.02 0.137
N -4.76 -23.89 -3.09 0.058
H -4.21 -21.81 -7.76 0.062
O -2.92 -18.02 -2.17 -0.117
H -5.92 -18.98 -3.90 0.129
H -5.43 -26.64 -3.35 0.130
H -8.26 -19.42 -4.99 0.097
O -2.06 -26.09 -2.48 -0.116
C -1.91 -18.00 -3.11 -0.185
H -6.35 -23.90 -1.10 0.078
H 4.28 -26.04 -1.97 0.078
C -5.36 -20.83 2.70 -0.251
H -3.82 -20.50 -5.68 0.041
C -3.89 -21.70 -1.25 -0.171
H -3.45 -22.65 -0.83 0.078
H -4.00 -20.59 0.25 0.009
H -2.07 -18.60 -4.06 0.083
H -2.43 -27.68 0.45 0.064
C -5.78 -22.31 2.78 -0.069
O 0.73 -18.45 0.31 -0.195
H -7.94 -19.02 -0.26 0.064
H 2.21 -18.00 -0.98 0.083
H -4.08 -24.60 -2.77 0.069
H -1.51 -20.55 0.29 0.041
C -5.72 -24.64 -3.86 -0.475
C -2.08 -23.75 1.56 -0.186
H -0.16 -20.83 1.00 0.076
O -6.18 -25.83 -1.69 -0.207
H 3.44 -25.74 -0.41 0.105
H -3.46 -21.70 -2.25 0.057
H -6.30 -20.31 -2.81 0.089
C 3.54 -25.37 -1.50 -0.087
C -5.24 -16.57 0.24 -0.117
C -0.65 -23.00 -2.05 -0.031
H -4.39 -20.71 3.18 0.097
H -1.19 -17.84 0.04 0.101
H -4.22 -23.33 -3.80 0.091
O -7.57 -18.67 -2.59 -0.113
H -7.11 -20.83 -5.07 0.063
H -6.08 -19.98 1.05 0.058
C -0.50 -18.02 0.84 -0.213
C -6.99 -24.81 -1.10 -0.091
C -2.13 -27.59 -0.60 -0.097
H -1.75 -21.94 2.32 0.018
H -2.45 -28.50 -1.06 0.056
H -3.02 -24.27 1.28 0.078
H 2.80 -24.75 -3.98 0.066
H -1.30 -24.47 1.87 0.088
H -1.65 -23.14 -2.41 0.062
H -5.81 -25.97 -5.60 0.075
C -2.57 -26.21 -1.10 -0.261
H -0.76 -22.74 -0.99 0.068
H -1.79 -16.99 -3.53 0.079
H -1.75 -23.28 0.65 0.025
C -1.05 -19.10 1.78 -0.373
H -4.26 -16.89 0.59 0.069
C 1.45 -17.49 -0.40 -0.112
H -0.99 -27.71 -0.51 0.091
H 1.97 -23.27 -1.91 0.122
C -8.60 -20.85 -0.28 -0.083
H -5.32 -24.31 -5.90 0.053
H -4.98 -21.84 -1.37 0.065
H -3.32 -23.09 -6.93 0.086
O 0.06 -24.28 -2.12 -0.230
H -7.16 -26.25 -3.51 0.138
H 1.52 -26.19 -1.66 0.146
H -6.00 -16.89 0.99 0.087
H -3.02 -18.87 -1.75 0.048
H -6.85 -18.16 -2.20 0.027
H -7.89 -24.71 -1.64 0.069
C -6.19 -25.86 -3.11 -0.223
H -2.50 -21.45 -7.19 0.095
C -6.77 -19.58 -3.44 -0.283
H 1.97 -16.79 0.29 0.098
H -5.02 -22.94 2.34 0.050
O -5.48 -17.17 -1.05 -0.129
H -9.44 -21.06 0.41 0.081
O -2.29 -22.71 2.48 -0.137
O -7.84 -19.76 0.35 -0.158
H -0.06 -22.31 -2.62 0.088
H -9.01 -20.53 -1.24 0.069
H -1.32 -25.48 -2.51 0.023
H 1.42 -24.17 -0.48 0.152
H -6.14 -20.21 3.23 0.126
H -2.22 -25.40 -0.37 0.100
H 0.69 -16.99 -1.05 0.093
H -4.60 -17.10 -1.38 0.023
H 1.43 -25.50 -4.05 0.057
C 1.39 -24.17 -1.64 -0.232
H -4.11 -25.40 -5.14 0.103
```

Calculated total energy (hartree): -2026.32052
Lowest unoccupied orbital energy (eV): 0.311
Kohn-Sham gap (eV): 9.5
Structure (SMILES): COC[C@H](C)N.COC[C@H](C)N.COC[C@H](C)N.CCO.CCO.CCO.CO.CO.CO.CO.CO.CO

(2)
DFT (the ωB97M-V functional and the def2-TZVPD basis) results for a cluster of 29 separate species, C24H81FO35S2 in total in a non-equilibrium geometry.

Geometry as XYZ:
```
143
Properties=species:S:1:pos:R:3:lowdin_charge:R:1
O 5.36 1.92 -6.94 -0.061
H -5.31 -0.56 7.93 0.048
H -6.11 -0.43 0.11 0.116
H 4.71 0.52 -1.57 0.073
O -1.20 -1.51 2.69 -0.033
H -1.82 1.04 7.88 0.027
F 0.74 -1.98 -3.38 -0.220
H -4.01 -3.87 0.34 0.127
O -1.20 1.78 7.84 -0.050
C 4.03 0.47 -0.64 -0.066
H -4.12 -2.81 1.82 0.090
H 7.10 -3.00 -10.47 -0.005
C -4.35 -2.83 0.70 -0.137
H 4.59 -3.38 -10.53 0.038
O 5.82 -0.76 -4.24 -0.063
H 5.14 -0.79 -7.27 0.038
H -6.13 -2.90 -0.78 0.137
H 2.15 -6.09 6.41 0.047
O -3.32 4.00 6.12 -0.074
O 0.55 0.45 -4.15 -0.325
H 4.31 6.69 -0.59 0.045
S -6.73 -0.97 2.50 0.750
O -7.08 0.67 2.80 -0.181
H 4.76 1.77 -6.20 0.022
H -5.69 4.99 4.49 0.049
C -1.84 -1.05 -2.06 -0.278
H -6.45 0.84 9.08 0.019
O 2.18 1.03 -6.64 -0.060
H -1.33 5.43 4.08 0.041
O 5.54 -1.67 -7.19 -0.039
C 0.72 1.61 0.89 -0.024
O -1.54 3.52 -1.16 -0.050
H 4.83 1.69 -7.72 0.029
C 1.99 1.63 3.22 -0.163
H -2.06 3.28 -1.94 0.042
O -3.98 0.86 4.91 -0.061
H -2.76 -6.10 -2.75 0.046
H -4.44 -5.20 4.03 0.044
C 1.35 0.49 5.66 -0.065
H 5.52 5.86 -0.98 0.044
H 1.65 0.79 -7.41 0.041
H -0.59 4.92 -2.94 0.011
H -4.50 0.62 4.13 -0.012
H -2.91 -3.15 -1.81 0.112
C -0.77 1.13 1.28 0.102
H 1.58 0.88 -5.89 -0.008
O 3.79 -2.80 6.42 -0.077
H 0.66 -2.91 -10.43 0.013
H -6.63 1.06 10.57 0.044
H 3.44 4.80 -2.12 0.055
O 2.69 -0.36 -3.24 -0.306
C 2.63 4.05 -1.87 -0.100
C 3.41 1.02 3.30 -0.027
C -3.10 -0.30 0.57 -0.236
O 5.10 -3.15 -9.74 -0.057
H -0.03 -3.64 -12.91 0.045
H 1.77 -3.04 -9.39 0.016
O -3.91 -4.44 3.74 -0.059
O 2.32 2.66 7.73 -0.067
H -0.50 4.82 -4.45 0.044
H -7.24 -2.86 6.43 0.030
H -2.14 3.37 -0.42 0.036
H -4.08 3.52 5.76 -0.003
O -4.69 0.18 7.89 -0.051
H -4.28 0.19 8.77 0.050
H 4.18 -3.41 7.06 0.033
H -1.99 -5.40 -1.63 0.044
O -7.24 -3.54 5.75 -0.062
C 3.77 0.15 4.56 -0.040
H 3.20 2.41 0.03 0.109
H 2.37 3.42 7.13 0.038
O -1.12 4.72 3.45 -0.066
C 2.77 -0.13 5.72 -0.085
H -1.72 -1.75 1.91 0.004
H 4.16 2.57 -2.55 0.123
O 0.02 5.06 -3.67 -0.060
H 3.03 -3.29 6.07 0.031
H 3.02 -0.78 6.63 0.080
H -0.39 -4.97 -12.27 0.051
H -1.24 1.45 2.26 0.109
H 6.37 -1.59 -7.68 0.067
C 2.91 1.66 -0.80 -0.296
H -4.15 -3.75 4.37 0.031
O -3.93 0.36 1.25 0.029
C -1.59 0.23 0.27 -0.036
H 4.48 -3.30 -9.01 -0.011
H 2.39 2.16 -3.03 0.086
H 7.21 -3.08 -11.98 0.029
O 3.15 -2.28 -12.62 -0.061
H 3.56 -0.56 -0.61 0.080
H -0.06 1.80 4.36 0.093
H 2.53 -2.43 -11.89 -0.009
H 4.73 0.69 0.25 0.070
H 5.31 -0.99 -5.03 -0.002
H 1.74 4.30 -2.56 0.054
H 3.68 -3.03 -7.35 0.028
C -6.59 -1.31 0.69 -0.234
O 1.41 -2.43 -10.05 -0.056
O 4.69 5.81 -0.49 -0.071
H 2.24 4.19 -0.80 0.067
O -5.87 4.52 5.31 -0.059
H -4.57 0.70 5.65 0.008
H 2.64 -2.52 -13.40 0.026
C -3.39 -1.78 -0.05 -0.098
O -6.63 0.36 9.90 -0.067
O -5.50 -1.28 3.30 -0.350
H -7.68 -1.36 0.29 0.127
H 2.16 3.30 1.61 0.105
H 4.16 1.20 2.45 0.085
H -5.86 5.22 5.98 0.050
O -7.86 -1.82 3.05 -0.333
S 1.21 -0.38 -3.06 0.833
H -6.35 1.16 2.32 0.087
H 2.59 1.91 7.18 -0.012
C 0.99 1.34 4.41 -0.001
H -1.80 -1.67 3.43 0.051
H 3.29 -6.21 7.41 0.047
H -1.65 3.97 3.76 0.018
H 3.55 3.59 3.97 -0.005
O -2.87 -5.45 -2.04 -0.065
C -0.90 -0.17 -1.09 0.001
C -5.91 -2.71 0.33 -0.178
O 7.72 -2.85 -11.20 -0.072
H -2.94 3.39 6.77 0.013
H -7.04 -3.07 4.94 -0.003
O 3.15 -3.78 -7.65 -0.048
C 1.42 2.54 2.02 -0.128
H 0.54 0.37 6.47 0.087
O -1.92 -0.91 -3.30 0.058
C 1.43 1.17 -0.45 0.002
C 0.59 0.25 -1.46 -0.097
C 3.07 2.50 -2.18 -0.168
O -0.31 -4.03 -12.07 -0.045
H 0.56 3.16 2.47 0.097
O 3.64 4.53 4.17 -0.060
H 5.20 -0.91 -3.51 0.005
H 3.89 4.93 3.33 0.033
H 4.81 -0.34 4.68 0.096
H -0.78 1.78 8.71 0.048
O 2.90 -5.60 6.77 -0.050
H -6.48 -3.52 0.92 0.130
C -2.77 -2.14 -1.29 0.090
H 3.11 -4.36 -6.87 0.063
```

Calculated total energy (hartree): -4492.21313
Lowest unoccupied orbital energy (eV): -1.843
Kohn-Sham gap (eV): 6.7